10
Properties=species:S:1:pos:R:3:forces:R:3:nbo_charge:R:1 method="wB97M-V/def2-TZVPD" lumo_ev="-0.267 / -0.268" homo_ev="-9.8666 / -9.8649" orbital_gap_ha="0.353 / 0.353"
N 0.25100 0.13059 -1.90864 -2.258 0.548 -3.599 0.44
N 0.98890 -0.77053 1.16013 0.046 -0.482 -1.445 -1.07
N -1.05201 -0.48509 -0.51462 2.644 0.059 0.901 -1.01
O -0.27514 0.78856 -2.69060 1.436 -1.536 1.929 -0.19
O -0.55824 1.02387 1.59689 0.047 0.328 -0.243 -0.94
O 0.76148 1.18641 -0.47285 0.659 0.471 1.221 -0.84
S 0.00745 0.33301 0.47167 -3.212 -0.066 -0.612 2.37
H 0.99086 -0.40079 2.08439 0.367 -0.748 1.170 0.42
H 0.82986 -1.77089 0.98562 -0.051 0.912 0.282 0.43
H -1.94416 -0.03515 -0.71198 0.323 0.514 0.397 0.39

8
Properties=species:S:1:pos:R:3:forces:R:3:nbo_charge:R:1 method="wB97M-V/def2-TZVPD" lumo_ev=-0.026 homo_ev=-9.5128 orbital_gap_ha=0.349
H -2.59937 -0.86642 0.80531 -0.074 0.497 -1.174 0.28
N -2.39577 -0.47835 -0.18082 -2.466 -1.530 0.785 -0.37
N -1.27719 -0.04409 -0.17187 0.759 1.246 -2.118 0.12
O -0.73188 -0.12381 0.99889 3.758 0.637 2.198 -0.50
S 1.08965 0.54786 1.02049 -0.436 -1.591 -2.226 0.63
N 1.80294 0.31280 -0.50670 -0.632 1.574 1.287 -0.98
H 1.95083 1.20147 -1.02704 -0.509 -1.418 0.357 0.40
H 2.16080 -0.54946 -0.93825 -0.399 0.584 0.891 0.41

10
Properties=species:S:1:pos:R:3:forces:R:3:nbo_charge:R:1 method="wB97M-V/def2-TZVPD" lumo_ev="-1.300 / -1.550" homo_ev="-8.8303 / -8.3245" orbital_gap_ha="0.277 / 0.249"
N -0.11823 0.86685 -0.12729 -0.019 1.544 -1.417 -1.08
N 0.16146 -0.60562 -2.26816 0.630 -0.130 -2.432 -0.92
N 1.08282 -0.44431 1.75880 2.302 0.994 1.462 -1.13
O -1.11658 0.83952 2.08845 2.997 -0.494 0.776 -0.89
S 0.06365 0.89700 -1.63975 0.084 -0.484 0.920 1.12
S -0.08901 -2.08838 -1.49753 0.306 1.157 -0.952 0.07
S -0.23529 -0.22377 1.11191 -1.072 -0.531 1.118 1.54
H 0.47072 -0.45669 -3.33231 -0.867 -1.003 2.729 0.42
H 1.74799 0.30395 2.15909 -1.788 -1.274 -1.175 0.39
H -1.96754 0.91144 1.74679 -2.573 0.222 -1.029 0.47

7
Properties=species:S:1:pos:R:3:forces:R:3:nbo_charge:R:1 method="wB97M-V/def2-TZVPD" smiles=N#[N+]NN lumo_ev=-6.366 charge=+1 homo_ev=-16.3027 orbital_gap_ha=0.365
N 2.94490 -0.34380 -0.07048 0.083 0.176 -0.154 0.28
N 1.98114 0.20328 -0.03768 1.742 -0.466 -0.088 0.24
N 0.84285 0.65697 0.10875 -4.170 -1.731 0.045 -0.23
N -0.30357 -0.34550 0.19082 1.099 2.038 0.472 -0.57
H 0.59990 1.64512 0.13609 0.495 -0.046 0.095 0.48
H 0.04655 -1.28580 0.33086 0.307 0.058 -0.086 0.40
H -0.90253 -0.24346 -0.62369 0.444 -0.029 -0.284 0.41

8
Properties=species:S:1:pos:R:3:forces:R:3:nbo_charge:R:1 method="wB97M-V/def2-TZVPD" lumo_ev=0.972 homo_ev=-9.3047 orbital_gap_ha=0.378
N -1.64322 -0.40880 0.01900 -1.343 -0.638 -0.630 0.03
N -1.58679 0.81134 0.08155 -1.016 0.957 0.043 -0.08
N -0.59930 -1.11966 0.15943 2.868 0.963 1.208 -0.37
N -0.23283 1.24922 0.06265 1.229 0.181 0.289 -0.32
N 0.66884 0.26281 0.26415 -0.837 -1.279 -0.439 -0.34
H -0.46828 -1.89528 -0.47710 -0.287 0.068 -0.384 0.38
H -0.08666 1.72310 -0.83162 -0.137 -0.296 0.161 0.36
H 0.79913 0.11498 1.26649 -0.477 0.043 -0.247 0.34

9
Properties=species:S:1:pos:R:3:forces:R:3:nbo_charge:R:1 method="wB97M-V/def2-TZVPD" lumo_ev=-5.816 charge=+1 homo_ev=-14.8696 orbital_gap_ha=0.333
N -3.18753 0.85103 0.83966 -1.382 0.398 -2.381 0.23
N -2.24745 0.73455 1.58910 -0.538 0.285 3.926 -0.17
N -3.92815 1.01738 0.03886 -1.457 0.050 -0.521 0.19
N -1.12824 0.47837 0.98320 4.638 -1.185 -1.925 -0.07
N -0.99097 0.07083 -0.20773 1.022 -0.504 -0.794 0.09
N 0.23644 -0.12686 -0.74082 -1.683 0.941 2.377 -0.53
H -0.34747 0.55768 1.65289 -0.059 0.023 -0.422 0.42
H 0.33278 -0.75457 -1.52370 -0.618 0.075 -0.206 0.44
H 1.04908 0.01367 -0.15021 0.076 -0.082 -0.054 0.39

Maximum force, respectively: 4.28, 4.40, 3.13, 4.52, 3.26, 5.16 eV/A.